The following is a quantum chemistry calculation of a 3-piece molecular cluster, C6H19NO4 overall in a non-equilibrium geometry, from the OMol25 dataset.

Geometry as XYZ:
```
30
Properties=species:S:1:pos:R:3
C 0.407 3.243 -2.966
O -0.548 2.821 -1.975
C -0.097 2.403 -0.672
C 0.847 1.152 -0.497
N 0.222 -0.006 -1.068
C 1.085 -1.217 -0.921
C 1.140 -1.813 0.514
O -0.031 -2.694 0.614
C -0.113 -3.113 1.929
H -0.075 3.515 -3.906
H 1.095 2.429 -3.191
H 0.971 4.101 -2.601
H -0.933 2.290 0.019
H 0.376 3.267 -0.207
H 1.104 0.963 0.546
H 1.745 1.391 -1.067
H -0.740 -0.248 -0.880
H 2.125 -1.031 -1.189
H 0.525 -1.940 -1.514
H 1.161 -1.080 1.319
H 2.001 -2.463 0.666
H -0.428 -2.317 2.604
H 0.799 -3.641 2.206
H -0.965 -3.792 1.959
O -2.315 -1.319 0.303
H -2.122 -0.755 1.051
H -1.633 -1.991 0.327
O -1.738 0.518 2.510
H -2.509 1.040 2.731
H -1.355 0.285 3.355
```

- net charge = -1
- energy relative to the best compared isomer or geometry (same formula, charge and spin) (eV) = 0.838
- DFT total energy (Ha) = -595.6209
- orbital gap (alpha / beta) (eV) = 2.64 / 8.75
- HOMO level (alpha / beta) (Ha) = 0.020 / -0.206
- spin multiplicity = 2

The following is a quantum chemistry calculation of a 2-piece molecular cluster, C6H19NSi2 overall in a non-equilibrium geometry, from the OMol25 dataset.

Geometry as XYZ:
```
28
Properties=species:S:1:pos:R:3
C -1.271 -2.366 1.311
C 2.733 0.317 -1.191
C 0.917 2.149 0.536
C 1.933 -0.521 1.666
C -3.540 2.347 0.074
C -0.730 -0.965 -2.665
N -1.075 -2.110 -0.092
Si 1.289 0.333 0.075
Si -0.657 -0.591 -0.793
H -2.332 -2.406 1.577
H -0.810 -3.316 1.595
H -0.810 -1.569 1.888
H 2.361 0.372 -2.210
H 3.404 1.161 -1.047
H 3.322 -0.594 -1.110
H 1.801 2.640 0.934
H 0.582 2.723 -0.322
H 0.140 2.215 1.292
H 2.931 -0.179 1.929
H 1.285 -0.304 2.510
H 1.974 -1.599 1.551
H -3.236 2.210 1.088
H -3.157 3.164 -0.490
H -4.342 1.764 -0.319
H -0.322 -0.132 -3.229
H -0.159 -1.855 -2.926
H -1.753 -1.112 -3.004
H -1.518 -2.809 -0.671
```

- net charge = 0
- energy relative to the best compared isomer or geometry (same formula, charge and spin) (eV) = 5.015
- DFT total energy (Ha) = -873.6613
- orbital gap (alpha / beta) (eV) = 8.68 / 6.55
- HOMO level (alpha / beta) (Ha) = -0.315 / -0.227

The following is a quantum chemistry calculation of C6H19O7Zn as an isolated structure in a non-equilibrium geometry, from the OMol25 dataset.

Geometry as XYZ:
```
33
Properties=species:S:1:pos:R:3
Zn 0.200 -1.265 0.310
O -1.042 -3.762 0.189
H -1.118 -4.685 0.501
C 1.449 -0.466 3.873
C 2.168 -1.836 3.595
O 2.355 -1.854 2.200
O 0.146 -0.405 3.232
H 1.825 0.526 3.622
H 1.335 -0.307 4.945
H 1.466 -2.653 3.761
H 3.078 -1.842 4.195
H 2.724 -2.717 1.995
H -0.251 0.404 3.561
C -4.080 2.306 -1.171
C -2.637 1.897 -1.573
O -2.441 0.671 -0.853
O -5.015 1.499 -1.727
H -4.269 3.277 -1.628
H -4.159 2.312 -0.084
H -1.915 2.620 -1.191
H -2.623 1.617 -2.626
H -3.292 0.233 -0.779
H -5.857 1.926 -1.553
C 2.617 0.785 -2.002
C 1.869 -0.070 -2.960
O 1.638 -1.223 -2.297
O 1.841 0.954 -0.795
H 2.817 1.796 -2.359
H 3.584 0.319 -1.815
H 2.353 -0.304 -3.909
H 1.049 0.546 -3.330
H 1.760 -1.823 -3.037
H 2.424 1.525 -0.290
```

- net charge = +1
- energy relative to the best compared isomer or geometry (same formula, charge and spin) (eV) = 7.185
- DFT total energy (Ha) = -2545.5109
- orbital gap (eV) = 5.62
- HOMO level (Ha) = -0.453

The following is a quantum chemistry calculation of C6H20BO2Rb as an isolated structure in a non-equilibrium geometry, from the OMol25 dataset.

Geometry as XYZ:
```
30
Properties=species:S:1:pos:R:3
Rb 1.003 0.509 -1.097
B 2.313 1.663 2.095
H 3.094 0.987 2.409
H 1.424 1.054 2.155
H 2.348 2.455 2.826
H 2.514 1.815 1.046
C -2.822 2.798 -2.779
C -3.219 1.671 -1.953
C -4.204 0.801 -2.761
O -2.031 0.927 -1.599
H -3.682 3.425 -3.014
H -2.225 2.524 -3.648
H -2.023 3.448 -2.422
H -3.526 2.110 -1.004
H -3.634 0.077 -3.344
H -4.676 1.355 -3.573
H -4.881 0.279 -2.086
H -1.653 1.385 -0.844
C 1.253 -3.304 0.923
C 1.920 -2.075 1.611
C 3.113 -2.407 2.472
O 2.303 -1.161 0.673
H 0.950 -3.968 1.733
H 1.806 -3.921 0.215
H 0.415 -2.978 0.305
H 1.217 -1.635 2.319
H 2.983 -3.202 3.206
H 3.308 -1.490 3.026
H 4.007 -2.755 1.954
H 2.604 -0.387 1.156
```

- net charge = +1
- DFT total energy (Ha) = -439.5689
- orbital gap (alpha / beta) (eV) = 10.32 / 4.97
- HOMO level (alpha / beta) (Ha) = -0.503 / -0.503
- spin multiplicity = 2